{
  "formula": "C21H52Br2F3N8O6P2S2",
  "method": "ωB97M-V/def2-TZVPD",
  "lumo_ha": 0.080,
  "homo_lumo_gap_ev": 8.32,
  "max_force_ha_per_bohr": 0.119,
  "spin_multiplicity": 1,
  "charge": -1,
  "total_energy_ev": -235311.1697,
  "elements": ["Br", "Br", "S", "S", "P", "P", "F", "F", "F", "O", "O", "O", "O", "O", "O", "N", "N", "N", "N", "N", "N", "N", "N", "C", "C", "C", "C", "C", "C", "C", "C", "C", "C", "C", "C", "C", "C", "C", "C", "C", "C", "C", "C", "C", "H", "H", "H", "H", "H", "H", "H", "H", "H", "H", "H", "H", "H", "H", "H", "H", "H", "H", "H", "H", "H", "H", "H", "H", "H", "H", "H", "H", "H", "H", "H", "H", "H", "H", "H", "H", "H", "H", "H", "H", "H", "H", "H", "H", "H", "H", "H", "H", "H", "H", "H", "H"],
  "positions_angstrom": [[-1.17752, 5.66294, 1.08355], [-0.16027, 2.19411, 3.92502], [-4.28718, 2.08351, 3.46469], [-4.16243, -0.33629, 2.16846], [4.68523, 1.66914, 0.43176], [-0.21403, -3.83402, -2.55766], [-1.86131, 4.47757, 3.44180], [0.05510, 2.54105, 1.24171], [0.85310, 4.16389, 2.48832], [-3.67152, 2.66230, 4.63250], [-0.82759, -2.65469, -3.24843], [-5.71396, 1.92778, 3.57689], [-5.22340, -1.00219, 2.88494], [-3.16588, -1.26061, 1.69117], [4.27729, 1.10906, -0.89531], [4.65481, 2.90074, 1.68758], [1.21221, -4.00548, -3.58440], [-3.46169, 0.77444, 3.10812], [-8.05986, 2.80584, -1.73613], [3.98904, 0.42882, 1.46364], [-0.20081, -5.53826, -2.08283], [6.39662, 1.54528, 0.32565], [0.17021, -3.18904, -1.02782], [4.42934, 2.61475, 3.09264], [-0.17531, 3.28945, 2.33400], [-4.99669, 0.38238, 0.76982], [-1.01881, -2.86191, -0.23429], [-6.93454, 2.08550, -1.10006], [-4.08462, 0.78016, -0.39305], [6.96385, 2.44268, -0.67146], [1.00563, -3.49197, -4.93811], [-4.78570, 0.81658, -1.75460], [3.74658, 4.00211, 1.27559], [-1.44631, -6.19634, -2.53732], [-5.70559, 2.00737, -1.99616], [1.23684, -3.64311, -0.16808], [2.51207, -3.53304, -3.12599], [7.30102, 1.39958, 1.44258], [4.82375, -0.60691, 2.05179], [2.82651, -0.21915, 0.85193], [-2.60114, 3.22808, 1.53679], [0.91935, -6.42224, -2.33335], [-1.51275, 4.07992, 2.20230], [-3.97831, 3.34176, 2.19156], [-1.74048, -2.30838, -0.83209], [-2.29533, 2.18821, 1.47655], [5.43761, -0.22588, 2.87025], [2.18908, -3.71600, -0.68463], [7.43022, 2.33143, 2.01567], [1.75224, -3.92887, -5.60750], [-1.51308, -3.76616, 0.15014], [2.70768, 3.67375, 1.28909], [5.25128, 2.04059, 3.51921], [-4.09544, 4.28912, 2.70613], [2.48121, -2.50306, -2.74721], [0.02524, -3.76659, -5.32245], [6.95102, 3.49178, -0.33333], [2.93958, -4.18367, -2.36202], [-3.57808, 1.72927, -0.24770], [4.42501, 3.56656, 3.62941], [-7.26770, 1.10139, -0.78477], [3.98956, 4.33453, 0.26031], [1.01543, -4.60426, 0.32332], [-3.29834, 0.02824, -0.45217], [0.64919, -7.41696, -1.96893], [6.40380, 2.37827, -1.60514], [2.21766, -0.69833, 1.62236], [-6.63852, 2.59734, -0.18175], [4.19169, -1.36507, 2.51730], [-8.04130, 3.76512, -1.41369], [1.79517, -6.12765, -1.75705], [-2.70220, 3.57436, 0.51602], [3.11008, -0.98215, 0.11725], [1.18662, -6.51011, -3.39014], [-5.16542, 2.95344, -1.97540], [-0.75816, -2.22982, 0.61076], [5.47107, -1.10258, 1.31424], [-5.75707, -0.28888, 0.38744], [-8.90822, 2.42961, -1.33202], [2.18782, 0.50545, 0.35151], [-2.31596, -5.60939, -2.22664], [1.09377, -2.40095, -4.99382], [-4.74939, 3.31724, 1.42862], [8.28526, 1.11101, 1.06509], [-5.29980, -0.13016, -1.91592], [-3.99489, 0.88596, -2.50005], [7.00257, 0.60259, 2.11582], [1.39935, -2.90972, 0.62381], [3.22805, -3.57431, -3.94943], [-5.53750, 1.26219, 1.09938], [-6.08304, 1.91061, -3.01530], [3.84877, 4.87087, 1.92647], [-1.48163, -6.30335, -3.62983], [3.48218, 2.10957, 3.29512], [-1.55340, -7.18406, -2.08749], [7.99543, 2.16630, -0.89452]],
  "forces_ev_per_a": [[0.0, 0.1, 0.2], [-0.1, -0.2, -0.3], [0.2, 0.3, 1.5], [-1.0, -1.4, 1.5], [2.1, -4.7, 3.1], [5.8, 1.6, 0.7], [0.1, 0.5, -0.2], [0.1, 0.3, 0.1], [-0.1, -0.2, -0.3], [0.5, 0.1, 0.1], [-2.7, -2.1, 0.2], [-0.4, 0.0, -0.8], [-0.5, 0.2, 0.1], [0.9, 0.5, -0.6], [-0.9, 3.2, -0.4], [-1.2, 1.9, -2.3], [0.2, 0.1, 0.2], [-0.3, 0.2, -1.5], [0.1, -0.2, 0.3], [0.3, -0.1, 0.0], [-3.1, 0.1, -0.8], [0.0, -0.4, -0.4], [-0.1, 0.5, -0.2], [-0.1, -0.5, 0.3], [0.1, 0.5, 0.6], [0.4, 1.4, -0.9], [-0.4, 0.0, -0.3], [0.3, 0.6, 0.3], [0.1, -0.6, -0.3], [-0.3, 0.1, -0.3], [-0.2, 0.0, -0.1], [0.5, 0.5, 0.4], [0.2, 0.0, -0.4], [-0.2, 0.2, 0.2], [-0.7, -0.5, -0.5], [0.1, -0.6, 0.1], [0.2, -0.2, 0.3], [0.0, 0.3, 0.4], [0.2, 0.1, 0.3], [-0.2, 0.1, -0.2], [-0.3, 0.4, 0.0], [0.5, 0.0, -0.2], [0.0, -0.9, -0.2], [0.2, -0.2, -0.2], [0.0, 0.0, -0.1], [0.1, -0.1, 0.3], [0.0, 0.1, -0.1], [-0.1, -0.1, 0.0], [0.0, 0.0, 0.0], [0.1, -0.1, 0.1], [0.1, 0.1, 0.1], [-0.1, 0.2, 0.0], [-0.1, -0.2, -0.1], [0.0, 0.1, 0.2], [0.1, 0.0, 0.0], [0.0, 0.0, 0.0], [0.1, 0.0, 0.0], [-0.1, 0.0, 0.1], [-0.1, 0.2, 0.2], [0.0, 0.1, -0.2], [-0.1, -0.2, -0.2], [0.0, -0.1, 0.0], [0.0, 0.0, -0.1], [0.1, -0.1, 0.0], [-0.2, 0.1, 0.1], [-0.1, 0.0, 0.1], [0.1, 0.1, 0.2], [-0.1, -0.1, 0.2], [-0.1, 0.0, -0.2], [0.0, 0.1, -0.2], [0.1, 0.2, -0.1], [0.1, 0.0, -0.2], [0.0, 0.1, -0.1], [0.0, 0.1, 0.0], [0.2, 0.1, 0.1], [0.1, 0.0, 0.0], [0.0, 0.0, 0.1], [0.1, -0.6, 0.4], [-0.2, 0.0, -0.1], [0.0, 0.0, 0.0], [0.1, 0.0, -0.1], [-0.1, 0.0, 0.0], [-0.1, -0.3, -0.1], [0.0, 0.1, -0.1], [-0.2, 0.0, -0.1], [0.1, -0.2, -0.2], [-0.1, 0.1, 0.0], [-0.2, 0.1, 0.0], [-0.1, 0.1, -0.1], [-0.2, -0.1, 0.5], [0.0, 0.1, -0.1], [0.1, -0.1, 0.1], [0.0, -0.1, 0.0], [0.0, -0.1, 0.0], [0.1, 0.0, 0.0], [0.0, -0.1, 0.1]],
  "mulliken_charge": [-0.142, -0.031, 1.054, 1.279, 0.696, 0.552, -0.241, -0.242, -0.216, -0.691, -0.802, -0.664, -0.766, -0.638, -0.825, 0.146, 0.259, -0.429, -0.763, 0.365, 0.093, 0.106, 0.416, -0.867, 0.189, -0.803, -1.289, -0.234, 0.555, -1.147, -1.107, -1.019, -1.195, -1.060, -0.558, -0.674, -1.213, -0.842, -1.199, -1.594, -0.890, -0.898, 0.615, -0.774, 0.293, 0.277, 0.293, 0.157, 0.283, 0.349, 0.332, 0.378, 0.248, 0.635, 0.406, 0.363, 0.335, 0.246, -0.320, 0.408, 0.399, 0.338, 0.240, 0.134, 0.430, 0.320, 0.492, 0.081, 0.356, 0.280, 0.224, 0.703, 0.472, 0.289, 0.180, 0.448, 0.366, 0.522, 0.275, 0.390, 0.326, 0.317, 0.057, 0.391, 0.429, 0.350, 0.180, 0.218, 0.403, 0.061, 0.370, 0.396, 0.347, 0.279, 0.378, 0.362]
}